No. 1
The following is a DFT calculation (the ωB97M-V functional and the def2-TZVPD basis) of C22H25N3O5 in the gas phase.

- SMILES string: COc1ccc(/C=C\C(=O)NCC(=O)N/N=C(\C)c2ccc(OC)cc2OC)cc1
- HOMO level: -8.019 eV
- DFT total energy: -1393.7558 hartree
- Orbital gap: 8.717 eV
- Energy above the lowest of the compared OMol25 structures with the same formula, charge and spin: 4.305 eV

Geometry as XYZ:
```
55
C22H25N3O5 the ωB97M-V functional and the def2-TZVPD basis
H -3.888 3.426 -0.998
C 1.690 -0.804 -0.637
C 1.426 -1.788 0.331
H 1.965 2.189 2.847
H 2.267 -2.992 1.879
H 1.608 0.027 -3.210
C -0.419 1.716 1.376
O 1.853 2.389 0.787
H 3.435 1.862 1.896
C -2.232 2.471 -0.040
C -4.403 -2.110 -0.076
C -4.596 1.621 -0.283
C 5.576 0.807 -0.840
O 0.652 -0.448 -1.431
C 3.736 -1.710 1.023
N -2.180 -1.767 0.739
H -4.959 -2.796 -0.715
H -4.732 -0.561 -1.468
C 2.974 -0.285 -0.763
H -5.576 1.809 -0.704
H 1.215 1.416 -2.149
H -4.710 -2.226 0.966
C 0.880 0.436 -2.500
C 0.506 2.383 0.583
H -0.581 -4.028 -0.625
H -2.685 -1.122 1.345
H 4.948 1.686 -0.663
C -3.632 2.533 -0.437
O -4.220 0.111 1.551
H 3.172 0.470 -1.504
N -0.842 -1.459 0.695
H -0.816 -4.158 1.109
C -0.127 -3.805 0.341
H 5.474 0.489 -1.883
C -4.465 0.293 0.369
H -1.628 3.748 -1.658
C 0.059 -2.325 0.467
C -1.765 1.767 1.068
H 0.822 -4.326 0.421
C -2.895 -2.376 -0.233
C 2.354 1.735 1.930
C -1.295 3.173 -0.806
O -2.440 -2.990 -1.179
H 4.540 -2.044 1.658
H 6.616 1.061 -0.644
O 5.265 -0.237 0.052
H -2.464 1.276 1.722
C 3.993 -0.720 0.077
N -4.684 -0.744 -0.478
H -0.106 1.146 2.235
H 2.117 0.667 1.919
C 0.047 3.129 -0.506
H -0.083 0.546 -2.995
H 0.766 3.677 -1.097
C 2.466 -2.236 1.134
```



No. 2
The following is a DFT calculation (the ωB97M-V functional and the def2-TZVPD basis) of 10 unconnected molecules or ions with the total composition C31H68N5O12P2.

- HOMO level: -10.319 eV
- DFT total energy: -3081.1654 hartree
- Orbital gap: 7.367 eV
- Charge: +1

Geometry as XYZ:
```
118
C31H68N5O12P2 the ωB97M-V functional and the def2-TZVPD basis
H 6.399 -6.759 0.345
H -1.962 -2.527 0.748
H 3.439 8.296 1.610
O 0.966 -1.607 0.537
H 13.612 -6.217 3.553
O 5.510 6.023 1.638
H -6.487 -2.781 -2.147
H -13.808 -3.539 -3.416
C -7.441 4.580 -2.089
H 5.468 -0.180 0.110
C -0.969 -2.971 0.661
H 4.097 1.895 3.945
H 7.376 2.809 2.989
H 3.467 3.675 2.464
H -7.411 6.643 -1.511
H -5.306 -3.472 1.413
H -2.790 4.441 0.080
O 11.705 -4.650 1.714
C -0.065 -1.676 2.681
H -7.003 -3.166 1.008
H 0.744 -1.001 2.960
C -12.930 -3.855 -3.983
C 7.449 -5.055 1.109
H -9.501 -1.072 -5.163
C -1.985 2.626 0.885
H 6.304 -6.559 2.116
C 12.612 -5.443 1.823
H 7.203 7.832 2.013
H 1.352 1.829 1.712
H -8.161 2.127 -3.568
O 7.250 -3.868 0.964
H -10.910 -0.423 -4.290
H 3.615 7.778 3.308
P 6.209 2.834 2.189
H 6.006 9.061 1.576
H -12.043 -3.695 -3.374
O -1.437 2.404 1.943
H -1.017 -1.172 2.855
C -8.820 1.508 -4.170
H -8.785 5.709 -0.860
O -8.476 -0.076 -2.435
C -9.906 -0.827 -4.182
C -5.589 -2.219 -0.292
H 8.952 -6.109 2.208
H -6.032 -1.072 -2.028
C 2.800 2.844 2.690
C 4.317 0.988 2.215
P 7.019 3.437 0.236
H 2.373 2.714 0.713
H -3.875 1.997 0.099
H 7.777 5.147 1.223
N 3.790 0.167 1.399
O 5.874 4.056 -0.712
H 2.203 3.165 3.544
H -0.942 -3.923 1.195
H 2.960 -2.210 0.861
O -4.591 -1.571 -0.047
H -5.732 4.672 -0.799
C 4.761 -2.004 0.991
C 5.188 7.132 2.010
H -9.957 -1.736 -3.587
C 3.747 7.482 2.266
H -13.754 -2.519 -7.095
N 3.773 -2.731 1.182
H 5.769 -2.319 1.285
H 9.562 -4.797 1.193
H -1.169 4.594 0.781
O -11.853 -2.358 -5.479
H 14.629 -5.198 2.499
H 13.728 -6.523 0.346
C 12.769 -6.595 0.861
H -2.456 1.357 -0.775
C 6.209 8.216 2.234
H 6.182 8.544 3.274
H 11.971 -6.561 0.122
H -0.002 -2.573 3.298
H -6.033 -4.291 0.019
H 5.143 3.426 -0.767
O -7.596 4.056 -3.167
C -6.014 -3.363 0.594
H 5.363 -5.503 1.048
C -6.534 3.974 -1.046
C 8.844 -5.606 1.245
H 2.788 -0.006 1.464
H -7.456 -1.654 -1.161
N 3.532 1.605 3.154
C -9.016 0.176 -3.494
H -13.008 -4.917 -4.219
H -0.756 -3.151 -0.391
H -7.106 3.736 -0.147
C 0.061 -2.044 1.227
C 6.305 -6.037 1.158
C -12.819 -3.050 -5.254
H -2.904 0.699 0.808
C 4.503 -0.601 0.382
C -8.144 5.865 -1.729
H 9.045 -6.309 0.435
H -14.886 -2.798 -5.761
H 13.402 -4.457 3.540
H -14.086 -4.177 -6.564
C -6.451 -1.914 -1.484
H 3.928 -0.680 -0.534
C -13.964 -3.145 -6.231
C 13.633 -5.324 2.926
C -1.820 3.954 0.189
C -2.863 1.605 0.207
H -8.367 1.363 -5.153
H -6.097 3.057 -1.437
H -8.759 6.186 -2.566
H -1.370 3.806 -0.794
O 7.694 2.345 -0.442
H 6.140 0.640 2.902
O 8.065 4.628 0.452
H 3.121 6.614 2.065
H -9.780 2.015 -4.275
N 5.710 1.159 2.138
N 1.876 2.687 1.592
H 12.710 -7.542 1.400
```



No. 3
The following is a DFT calculation (the ωB97M-V functional and the def2-TZVPD basis) of 9 unconnected molecules or ions with the total composition C42H54O3.

- SMILES string: c1ccccc1.c1ccccc1.c1ccccc1.c1ccccc1.c1ccccc1.c1ccccc1.CCO.CCO.CCO
- HOMO level: -9.080 eV
- DFT total energy: -1858.4061 hartree
- Orbital gap: 9.655 eV

Geometry as XYZ:
```
99
C42H54O3 the ωB97M-V functional and the def2-TZVPD basis
H -2.233 -2.300 -3.901
H -4.381 -3.621 -3.356
H 0.340 -7.280 0.599
H 2.351 1.041 -2.352
H -1.985 1.879 3.647
H -3.579 -4.771 -0.336
H -2.930 3.197 1.299
C 5.541 -1.142 -1.797
H -1.866 -0.307 -2.971
H 0.389 1.060 2.205
H -4.760 -5.887 1.535
C 0.691 -6.431 -2.731
C 5.629 1.120 -1.042
C 1.245 2.966 -2.365
C -5.295 -1.900 -2.530
H -2.640 1.066 5.026
H -0.211 4.341 0.990
H 6.072 1.445 1.016
C -3.732 -2.798 0.480
C -4.818 -2.642 2.630
H -4.413 2.343 3.616
H -5.213 -2.056 3.459
C -3.929 -4.162 0.453
H 1.122 4.687 -1.570
C 0.198 -6.821 -0.347
H 3.728 6.217 3.183
C -0.792 -5.837 -0.373
H 5.472 6.636 -0.686
H -0.292 5.380 2.486
H -3.827 -0.991 1.546
C -3.029 -1.978 -3.233
H 1.882 -2.536 -0.817
C 3.606 4.017 0.551
H -5.590 -4.432 3.368
H 5.706 -2.616 -0.252
C 3.969 5.728 2.269
C -0.327 -5.474 -2.701
H -6.277 -2.327 -2.402
C -4.148 -2.059 1.556
C 4.284 4.845 -0.348
H -0.738 3.606 2.400
H -3.182 -2.330 -0.319
H 2.881 3.867 2.569
C -3.994 1.412 3.231
H 3.357 2.526 -2.436
C -1.061 -5.189 -1.599
H 3.412 -0.717 -0.290
C 5.835 -1.563 -0.530
H -4.506 1.605 1.335
C 1.554 -1.713 -0.181
C 1.990 0.296 1.023
H 5.079 7.443 1.618
C -0.758 4.568 1.921
H -2.221 5.875 0.994
H 1.163 -6.696 -3.692
H 5.186 0.526 -3.123
C 2.421 2.052 -2.770
O 1.660 4.328 -2.276
C 6.126 -0.668 0.493
C 0.962 -7.058 -1.506
H 5.479 -1.908 -2.569
C 0.707 0.271 1.527
C 5.483 0.215 -2.090
H 2.649 1.107 1.281
H -1.118 -0.820 1.643
H -0.366 -2.554 -0.004
C 4.658 6.505 1.315
H -2.218 0.142 3.537
C 2.426 -0.693 0.152
C -5.027 -4.009 2.554
H -1.792 -4.418 -1.662
C -5.116 -0.572 -2.187
H -4.747 0.626 3.336
H 4.348 4.529 -1.367
H 5.542 2.199 -1.188
O -2.942 4.030 0.804
H 1.653 -7.920 -1.524
C 4.952 6.020 0.028
C 5.955 0.716 0.237
C -3.878 -0.012 -2.162
H 2.591 1.970 -3.865
C -2.657 1.067 3.881
H 6.402 -1.033 1.486
H 0.738 2.661 -1.432
H -1.228 -5.582 0.596
C -4.571 -4.813 1.522
H -0.507 -4.939 -3.644
H -3.850 0.942 -1.657
C -2.844 -0.725 -2.776
C -2.212 4.964 1.618
O -3.692 1.533 1.847
C -0.180 -0.771 1.179
H 3.042 3.229 0.087
H -5.983 -0.050 -1.742
C 0.219 -1.702 0.270
H -2.706 5.246 2.572
C 3.446 4.450 1.882
C -4.218 -2.584 -3.028
H 0.436 2.918 -3.125
```



No. 4
The following is a DFT calculation (the ωB97M-V functional and the def2-TZVPD basis) of a molecular structure, C29H33AlN4O3Te.

- HOMO level: -13.210 eV
- DFT total energy: -2079.6810 hartree
- Orbital gap: 7.685 eV
- Energy above the lowest of the compared OMol25 structures with the same formula, charge and spin: 0.000 eV
- Charge: +2

Geometry as XYZ:
```
71
C29H33AlN4O3Te the ωB97M-V functional and the def2-TZVPD basis
C 0.319 -1.940 -2.801
C -1.471 -4.449 1.185
H -0.663 -1.056 5.937
C 0.315 -1.941 -4.190
H 2.143 2.336 4.417
C 0.820 0.984 1.573
H 3.110 0.149 0.329
Te 0.391 4.094 0.012
C -0.168 -1.844 5.367
C 4.659 0.570 -1.110
H 3.044 3.940 0.551
H -2.455 1.232 -2.209
H -5.037 -0.219 0.191
C 0.048 -0.781 -4.907
C 0.020 -0.766 -2.117
O -3.607 -1.619 0.452
H -1.467 -2.487 -1.211
C 4.933 1.204 -2.312
C -0.048 5.038 -1.843
H -1.853 2.689 -3.055
C 1.055 0.494 4.352
C 2.656 1.890 -2.412
H 2.785 4.407 -1.151
C 0.391 -0.407 3.544
H -5.021 -0.933 1.819
H 1.947 2.770 2.032
Al 0.647 1.217 -0.357
O -0.401 1.553 -2.085
H 0.562 -2.840 -2.252
H 0.053 -0.796 -5.988
H 0.401 4.489 -2.667
H 2.586 5.610 0.150
C -3.501 -4.730 2.416
H 1.827 2.398 -2.887
H 0.367 6.041 -1.788
C -0.206 0.409 -4.236
H 5.930 1.179 -2.731
H 0.860 -1.965 5.710
N 2.386 1.276 -1.248
H -1.949 2.659 -1.272
C -2.242 -5.191 2.069
C 0.293 -0.163 2.160
C 1.616 1.635 3.785
C -1.964 -3.266 0.665
H -0.395 1.328 -4.775
H -5.675 -1.858 0.438
H 4.089 2.378 -3.913
H -0.486 -4.784 0.887
H -1.125 5.098 -1.966
H -0.707 -2.777 5.489
H 1.145 0.320 5.414
C 2.468 4.566 -0.124
C -0.505 -1.395 0.156
H 5.426 0.039 -0.565
C 1.492 1.870 2.431
H 0.537 -2.858 -4.718
N -0.416 -1.173 1.463
H -1.866 -6.120 2.473
C -4.004 -3.541 1.899
C -4.917 -1.140 0.753
N -1.163 -2.498 -0.247
C 3.913 1.874 -2.973
H -4.114 -5.302 3.099
O -0.201 -1.549 3.970
C -3.234 -2.795 1.016
H -0.842 -1.871 2.063
C -1.762 2.070 -2.167
N 0.060 -0.547 -0.714
C 3.376 0.623 -0.607
H -4.991 -3.213 2.188
C -0.215 0.382 -2.860
```



No. 5
The following is a DFT calculation (the ωB97M-V functional and the def2-TZVPD basis) of C2H2O3S in the gas phase.

- SMILES string: O=C(O)C(O)=S
- HOMO level: -9.035 eV
- DFT total energy: -701.2468 hartree
- Orbital gap: 7.859 eV
- Energy above the lowest of the compared OMol25 structures with the same formula, charge and spin: 2.547 eV

Geometry as XYZ:
```
8
C2H2O3S the ωB97M-V functional and the def2-TZVPD basis
O 0.805 -1.427 0.402
O -1.327 1.283 0.318
S 0.385 0.279 2.402
H 1.147 -1.117 -0.645
C -0.423 0.504 -0.149
H -0.722 0.709 -1.836
C 0.325 -0.229 0.822
O -0.190 -0.002 -1.313
```



No. 6
The following is a DFT calculation (the ωB97M-V functional and the def2-TZVPD basis) of C5H8O in the gas phase.

- HOMO level: -7.820 eV
- DFT total energy: -270.3907 hartree
- Orbital gap: 7.809 eV
- Energy above the lowest of the compared OMol25 structures with the same formula, charge and spin: 4.548 eV

Geometry as XYZ:
```
14
C5H8O the ωB97M-V functional and the def2-TZVPD basis
C 2.203 0.632 -0.172
H 0.123 -1.856 -0.734
C -0.557 1.356 -0.370
C -1.890 -0.698 0.586
C -0.693 0.008 -0.026
H -2.413 0.004 1.240
H 2.038 1.447 -0.874
H -1.564 1.819 -0.278
H -2.607 -1.066 -0.155
C 0.335 -0.815 -0.476
O 1.599 -0.570 -0.677
H -1.581 -1.546 1.208
H 3.258 0.379 -0.054
H 1.749 0.905 0.783
```



No. 7
The following is a DFT calculation (the ωB97M-V functional and the def2-TZVPD basis) of a molecular structure, C4H5O5Rh.

- HOMO level (spin up / spin down): -10.419 / -14.988 eV
- DFT total energy: -641.6514 hartree
- 2S+1: 6
- Orbital gap (spin up / spin down): 5.871 / 5.454 eV
- Charge: +1

Geometry as XYZ:
```
15
C4H5O5Rh the ωB97M-V functional and the def2-TZVPD basis
Rh 0.457 1.436 -1.433
H -1.302 -1.699 -0.692
H -1.961 1.807 0.468
O 1.484 -0.271 -1.139
C -0.537 -1.072 -0.211
H -1.964 0.281 1.413
C 2.652 0.995 0.657
C 0.827 -1.350 -0.842
C -1.997 0.714 0.403
O 1.324 -2.458 -0.716
O 1.814 1.791 0.378
H -0.484 -1.343 0.855
O -0.863 0.300 -0.346
O 3.467 0.476 1.309
H -2.919 0.394 -0.104
```



No. 8
The following is a DFT calculation (the ωB97M-V functional and the def2-TZVPD basis) of C5H10O in the gas phase.

- SMILES string: OCC1CCC1
- HOMO level: -10.124 eV
- DFT total energy: -271.7120 hartree
- Orbital gap: 11.110 eV
- Energy above the lowest of the compared OMol25 structures with the same formula, charge and spin: 1.105 eV

Geometry as XYZ:
```
16
C5H10O the ωB97M-V functional and the def2-TZVPD basis
H -0.519 1.561 0.858
H -0.391 2.005 -0.860
H 3.283 0.285 0.718
C 0.303 -0.103 -0.360
C 1.497 -0.430 0.508
H -1.112 -1.854 -0.655
H 0.593 -0.193 -1.414
H -2.135 0.331 -1.450
H 1.581 -1.536 0.528
H -2.694 0.502 0.227
C -1.817 0.310 -0.401
C -0.558 1.175 -0.168
O 2.658 0.189 -0.006
C -0.953 -0.942 -0.071
H -1.029 -1.178 0.999
H 1.292 -0.120 1.546
```



No. 9
The following is a DFT calculation (the ωB97M-V functional and the def2-TZVPD basis) of 5 unconnected molecules or ions with the total composition C10H28NO7.

- HOMO level: -4.344 eV
- DFT total energy: -979.2050 hartree
- Orbital gap: 7.364 eV
- Energy above the lowest of the compared OMol25 structures with the same formula, charge and spin: 0.000 eV
- Charge: -1

Geometry as XYZ:
```
46
C10H28NO7 the ωB97M-V functional and the def2-TZVPD basis
H 1.444 -1.416 -3.241
C -0.450 -6.009 -1.014
H 1.332 3.460 1.269
C 0.391 1.984 2.524
H 3.495 1.320 3.101
H -1.232 -6.387 -1.682
H 3.323 2.201 1.192
H -1.316 -1.678 -0.354
H 2.502 1.361 -0.140
H -3.497 -2.373 -0.499
H -0.578 2.370 -4.359
C -2.057 1.775 2.741
C 1.610 -0.589 -2.541
H -1.257 2.277 -2.160
H 0.816 0.156 -2.648
O 2.468 0.281 1.612
H 0.335 0.895 2.698
H 1.016 2.398 3.361
O -1.549 -2.184 -1.150
N -0.917 2.686 2.518
H 0.556 3.644 -3.853
H 0.394 2.239 0.389
H -0.112 -6.818 -0.368
O 1.614 -1.075 -1.212
H -1.197 3.936 -3.757
C 1.132 2.366 1.204
C 3.316 0.277 2.755
H -1.256 -4.259 -0.795
H -3.242 -2.554 -2.252
O -2.928 -0.313 2.028
H 2.574 -0.126 -2.753
O -0.962 -4.967 -0.203
O -1.475 0.568 0.657
H -0.892 3.305 3.329
C -2.942 -1.999 -1.361
H 2.866 -0.254 3.620
H 0.751 -1.475 -1.054
C 2.456 1.547 0.956
C -0.410 3.184 -3.647
O -0.396 2.680 -2.323
H -2.980 2.385 2.594
H 4.273 -0.207 2.449
H -2.106 1.360 3.774
H 0.396 -5.645 -1.606
H -3.154 -0.939 -1.508
C -2.154 0.609 1.713
```